# 1
Entry from the OMol25 dataset: the ion C6H12 with charge -1 at a distorted geometry (wB97M-V/def2-TZVPD).

Summary:
* net charge: -1
* <S²>: 0.750
* ΔE to the lowest compared entry with this formula, charge and spin: 30.2 kcal per mole
* LUMO (spin up / spin down): 4.189 / 4.213 eV
* spin multiplicity: 2
* gap between HOMO and LUMO (spin up / spin down): 0.09933 / 0.32811 Eh
* highest occupied orbital energy (spin up / spin down): 1.49 / -4.72 eV

Positions of all 18 atoms, in Å:
1 C -1.9677 1.3084 -0.2703
2 C -0.7550 1.1201 0.7205
3 C 0.3405 0.1911 0.1881
4 C 0.4872 -1.0542 0.8759
5 C 1.3017 -2.2305 0.4766
6 C 0.9490 0.5788 -1.2195
7 H -2.0886 2.2747 -0.7432
8 H -2.9412 1.2125 0.1808
9 H -1.8601 0.5650 -1.0168
10 H -0.3769 2.0495 1.2317
11 H -1.1815 0.6117 1.5646
12 H 0.3126 -1.0082 1.9730
13 H 1.0131 -3.2364 0.7887
14 H 1.2485 -2.4969 -0.6399
15 H 2.3708 -1.9946 0.7551
16 H 1.2748 1.6486 -1.2908
17 H 0.1068 0.4726 -1.9139
18 H 1.7661 -0.0123 -1.6606

Results of the natural (NBO) charge analysis, in e, for atoms 1 through 5: -0.689, -0.484, -0.047, -0.359, -0.912



# 2
Entry from the OMol25 dataset: the molecule C6H12 at a distorted geometry (wB97M-V/def2-TZVPD).

Summary:
* ΔE to the lowest compared entry with this formula, charge and spin: 19.9 kcal per mole
* LUMO: 1.148 eV
* SMILES: C=C(CC)CC
* gap between HOMO and LUMO: 0.38190 Eh
* highest occupied orbital energy: -9.24 eV

Positions of all 18 atoms, in Å:
1 C 1.6288 -0.9043 -1.7411
2 C 1.3268 0.0678 -0.6074
3 C -0.0210 -0.1114 0.0599
4 C -0.6479 -1.2826 0.1041
5 C -0.5896 1.1710 0.6362
6 C -1.7349 0.9939 1.6248
7 H 0.7504 -1.0519 -2.3682
8 H 2.4703 -0.5765 -2.3478
9 H 1.9098 -1.8865 -1.3599
10 H 1.3847 1.0909 -0.9792
11 H 2.0895 -0.0002 0.1721
12 H -0.1497 -2.1693 -0.2879
13 H -1.6196 -1.3960 0.5685
14 H 0.2053 1.6403 1.2186
15 H -0.8976 1.7685 -0.2167
16 H -2.5788 0.4205 1.2381
17 H -1.3899 0.5652 2.5620
18 H -2.1337 1.9827 1.8522

Results of the natural (NBO) charge analysis, in e, for atoms 1 through 5: -0.607, -0.439, 0.050, -0.444, -0.436



# 3
Entry from the OMol25 dataset: the molecule C6H12 at a distorted geometry (wB97M-V/def2-TZVPD).

Summary:
* ΔE to the lowest compared entry with this formula, charge and spin: 77.0 kcal per mole
* LUMO: 1.105 eV
* SMILES: C/C=C/C(C)C
* gap between HOMO and LUMO: 0.38658 Eh
* highest occupied orbital energy: -9.41 eV

Positions of all 18 atoms, in Å:
1 C -2.8150 -0.1201 -0.1198
2 C -1.3218 0.1912 -0.1675
3 C -0.4670 -0.3948 0.5442
4 C 1.0215 -0.0689 0.4630
5 C 1.3975 1.2972 -0.0089
6 C 1.7081 -1.2388 -0.3254
7 H -3.1473 -0.4905 -1.1427
8 H -3.4390 0.8814 0.1832
9 H -3.0337 -0.9208 0.7647
10 H -1.0769 1.0256 -0.6826
11 H -0.6768 -0.8979 1.4188
12 H 1.5638 -0.0630 1.5536
13 H 0.9135 2.3278 0.4842
14 H 1.2245 1.4232 -1.1000
15 H 2.5757 1.4575 -0.1451
16 H 1.2747 -1.1953 -1.2154
17 H 1.6024 -2.3414 0.0127
18 H 2.6958 -0.8725 -0.5169

Results of the natural (NBO) charge analysis, in e, for atoms 1 through 5: -0.635, -0.193, -0.187, -0.247, -0.633



# 4
Entry from the OMol25 dataset: the molecule C6H12 (wB97M-V/def2-TZVPD).

Summary:
* ΔE to the lowest compared entry with this formula, charge and spin: 4.3 kcal per mole
* LUMO: 1.232 eV
* SMILES: CC1CCCC1
* gap between HOMO and LUMO: 0.44261 Eh
* highest occupied orbital energy: -10.81 eV

Positions of all 18 atoms, in Å:
1 C -1.5304 -1.2865 -0.3735
2 C -0.3550 -0.3974 -0.7360
3 C 0.9008 -0.8462 0.0464
4 C 1.1185 0.2553 1.0913
5 C 0.8007 1.5100 0.2690
6 C -0.5367 1.0984 -0.3711
7 H -1.6804 -1.2399 0.7130
8 H -1.3204 -2.3339 -0.6254
9 H -2.4541 -0.9812 -0.8734
10 H -0.1326 -0.4683 -1.8072
11 H 1.7171 -0.8570 -0.6819
12 H 0.7944 -1.8614 0.4593
13 H 0.3775 0.1631 1.9040
14 H 2.1086 0.2383 1.5573
15 H 0.7877 2.4608 0.8121
16 H 1.5679 1.6418 -0.5138
17 H -1.3525 1.1883 0.3612
18 H -0.8110 1.7159 -1.2313

Results of the natural (NBO) charge analysis, in e, for atoms 1 through 5: -0.599, -0.221, -0.401, -0.404, -0.401



# 5
Entry from the OMol25 dataset: the molecule C6H12 (wB97M-V/def2-TZVPD).

Summary:
* ΔE to the lowest compared entry with this formula, charge and spin: 23.4 kcal per mole
* LUMO: 1.312 eV
* SMILES: CC[C@@H]1C[C@H]1C
* gap between HOMO and LUMO: 0.40787 Eh
* highest occupied orbital energy: -9.79 eV

Positions of all 18 atoms, in Å:
1 C -1.8847 0.1163 1.1349
2 C 1.0433 -0.2597 -0.0331
3 C 2.0141 0.7900 0.4568
4 C -0.2356 0.1215 -0.7154
5 C 0.8023 -0.6475 -1.4743
6 C -1.5087 -0.4916 -0.2100
7 H -2.8189 -0.3054 1.5084
8 H -1.1117 -0.0480 1.9002
9 H -1.9971 1.2038 1.0443
10 H 0.9218 -1.0946 0.6635
11 H 3.0401 0.4167 0.4019
12 H 1.9393 1.7071 -0.1393
13 H 1.8250 1.0769 1.5048
14 H -0.3029 1.1781 -0.9773
15 H 1.2836 -0.1503 -2.3156
16 H 0.6050 -1.7034 -1.6716
17 H -1.3715 -1.5796 -0.1291
18 H -2.3122 -0.3428 -0.9455

Results of the natural (NBO) charge analysis, in e, for atoms 1 through 5: -0.603, -0.226, -0.603, -0.224, -0.419



# 6
Entry from the OMol25 dataset: a cluster of 2 separate species, C6H12 in total at a distorted geometry (wB97M-V/def2-TZVPD).

Summary:
* ΔE to the lowest compared entry with this formula, charge and spin: 127.4 kcal per mole
* LUMO: 0.550 eV
* gap between HOMO and LUMO: 0.32429 Eh
* highest occupied orbital energy: -8.27 eV

Positions of all 18 atoms, in Å:
1 C -1.5347 -1.4256 -0.7013
2 C -0.5072 -1.5234 0.4398
3 C 0.6398 -0.4848 0.2531
4 C 0.3735 0.9563 -0.2017
5 C -0.8923 1.5059 -0.2059
6 C 1.6584 1.7592 -0.1966
7 H -2.1625 -2.2823 -0.4565
8 H -1.1230 -1.6061 -1.6858
9 H -1.9605 -0.4329 -0.6630
10 H -1.0835 -1.8133 1.3279
11 H 0.1758 -2.3821 0.3932
12 H 1.3044 -0.2370 1.0887
13 H 1.2628 -1.0064 -0.4872
14 H -0.8914 0.8492 1.0845
15 H -1.1700 2.4206 0.3244
16 H 1.8810 1.7283 0.8717
17 H 2.4256 1.1750 -0.7211
18 H 1.6038 2.7992 -0.4644

Results of the natural (NBO) charge analysis, in e, for atoms 1 through 5: -0.630, -0.413, -0.469, 0.143, -0.536



# 7
Entry from the OMol25 dataset: the molecule C6H12 (wB97M-V/def2-TZVPD).

Summary:
* ΔE to the lowest compared entry with this formula, charge and spin: 25.7 kcal per mole
* LUMO: 1.305 eV
* SMILES: CCCC1CC1
* gap between HOMO and LUMO: 0.41977 Eh
* highest occupied orbital energy: -10.12 eV

Positions of all 18 atoms, in Å:
1 C -1.8821 0.5207 0.8643
2 C -1.3576 -0.8654 0.4897
3 C 0.1717 -0.9925 0.5553
4 C 0.8973 -0.3843 -0.6317
5 C 2.1790 0.3893 -0.4918
6 C 0.9267 1.0902 -0.9343
7 H -1.4574 1.2961 0.2227
8 H -1.6264 0.7682 1.9020
9 H -2.9713 0.5756 0.7661
10 H -1.8100 -1.6068 1.1608
11 H -1.6921 -1.1245 -0.5238
12 H 0.4381 -2.0577 0.5950
13 H 0.5381 -0.5562 1.4957
14 H 0.8478 -1.0100 -1.5225
15 H 2.5250 0.6120 0.5150
16 H 2.9756 0.2258 -1.2116
17 H 0.8311 1.3896 -1.9747
18 H 0.4778 1.7844 -0.2309

Results of the natural (NBO) charge analysis, in e, for atoms 1 through 5: -0.608, -0.391, -0.396, -0.225, -0.418



# 8
Entry from the OMol25 dataset: a cluster of 2 separate species, C6H12 in total (wB97M-V/def2-TZVPD).

Summary:
* ΔE to the lowest compared entry with this formula, charge and spin: 45.4 kcal per mole
* LUMO: 1.209 eV
* SMILES: C=CCC.C=C
* gap between HOMO and LUMO: 0.39656 Eh
* highest occupied orbital energy: -9.58 eV

Positions of all 18 atoms, in Å:
1 C -0.1908 -2.2889 -1.0565
2 C -0.2583 -2.1491 0.2603
3 C -0.6811 0.8897 1.0010
4 C 0.2557 0.9875 1.9371
5 C -0.5119 1.1011 -0.4825
6 C 0.9202 1.2944 -0.9727
7 H -0.9840 -2.7601 -1.6347
8 H -0.9663 0.2516 -1.0114
9 H 0.6567 -1.9027 -1.6193
10 H 0.5130 -1.6337 0.8292
11 H -1.1276 -2.4653 0.8330
12 H -1.6925 0.6043 1.3041
13 H 1.2906 1.2390 1.7033
14 H 0.0256 0.8151 2.9885
15 H -1.1147 1.9732 -0.7654
16 H 1.3976 2.1429 -0.4711
17 H 0.9306 1.4966 -2.0498
18 H 1.5373 0.4045 -0.7932

Results of the natural (NBO) charge analysis, in e, for atoms 1 through 5: -0.404, -0.382, -0.154, -0.430, -0.452